The following is a quantum chemistry calculation of a single C5H5NO molecule at a distorted geometry, from OMol25.

## Properties
- HOMO-LUMO gap (eV) = 11.09
- M (g/mol) = 95.1
- SMILES string = N#C[C@@H]1C[C@@H]1C=O
- LUMO energy (eV) = 0.7
- energy (eV) = -8801.510
- energy relative to the best compared isomer or geometry (same formula, charge and spin) (eV) = 1.909

Bonds (Å) are listed after each position.
Geometry (Å):
1 O -1.337 0.091 2.406  C5 1.208
2 N 0.665 -1.948 -2.409  C4 1.157
3 C 0.836 0.602 0.185  C6 1.522, C7 1.491, H8 1.082, H11 1.092
4 C 0.419 -1.005 -1.787  N2 1.157, C7 1.445
5 C -0.851 -0.458 1.445  O1 1.208, C6 1.485, H9 1.104
6 C -0.665 0.354 0.215  C3 1.522, C5 1.485, C7 1.512, H10 1.086
7 C 0.125 0.213 -1.067  C3 1.491, C4 1.445, C6 1.512, H12 1.087
8 H 1.228 1.591 0.381  C3 1.082
9 H -0.372 -1.449 1.527  C5 1.104
10 H -1.377 1.175 0.206  C6 1.086
11 H 1.411 -0.214 0.628  C3 1.092
12 H -0.083 1.049 -1.728  C7 1.087

Population analysis type natural (NBO), resulting atomic charges in e: -0.523, -0.298, -0.351, 0.276, 0.428, -0.314, -0.331, 0.240, 0.130, 0.248, 0.227, 0.267